No. 1
Molecular formula: C5H17NO2
Method: DFT, ωB97M-V with the def2-TZVPD basis set

Positions of all 25 atoms, in Å:
C1 -1.501 1.105 -2.412
C2 -0.907 1.061 -1.004
N1 -0.619 -0.332 -0.654
C3 0.144 -0.546 0.600
C4 -0.503 0.059 1.837
C5 0.284 -2.055 0.716
H1 -2.499 1.531 -2.507
H2 -0.915 1.701 -3.119
H3 -1.520 0.093 -2.819
H4 -1.664 1.459 -0.313
H5 -0.030 1.693 -0.881
H6 -1.505 -0.780 -0.429
H7 1.094 -0.072 0.382
H8 -1.444 -0.496 1.958
H9 -0.697 1.123 1.743
H10 0.023 -0.137 2.766
H11 0.428 -2.359 1.745
H12 1.073 -2.366 0.040
H13 -0.577 -2.645 0.383
O1 2.393 -1.676 -1.931
H14 2.534 -0.878 -2.435
H15 1.504 -1.935 -1.723
O2 1.712 1.970 2.422
H16 2.008 2.875 2.506
H17 1.185 1.605 3.130

## Properties
* HOMO-LUMO gap: 0.35681 Ha
* total charge: 0
* E_LUMO: 0.752 eV
* 2S+1: 1
* relative energy (zero: lowest compared OMol25 entry of this formula, charge and spin): 108.8 kJ/mol
* highest occupied orbital energy: -8.96 eV
* structure (SMILES): CCNC(C)C.O.O

natural (NBO) population analysis, charges in e, atoms 1 to 6: number 1, C, carries -0.625; number 2, C, carries -0.231; number 3, N, carries -0.621; number 4, C, carries -0.061; number 5, C, carries -0.629; number 6, C, carries -0.612


No. 2
Molecular formula: C3H13N4S
Method: DFT, ωB97M-V with the def2-TZVPD basis set

Positions of all 21 atoms, in Å:
N1 -0.818 1.639 1.959
C1 -0.064 1.280 0.851
N2 1.437 0.929 1.380
N3 -0.932 1.572 -0.306
H1 -0.597 0.986 2.728
H2 -1.773 1.507 1.614
H3 1.986 1.624 0.867
H4 1.202 1.352 2.277
H5 -1.117 2.550 -0.081
H6 -0.335 1.592 -1.135
C2 -0.328 -1.849 -1.325
C3 0.879 -1.128 -0.734
S1 2.003 -2.207 0.227
N4 -1.270 -0.918 -1.958
H7 -0.006 -2.567 -2.083
H8 -0.838 -2.387 -0.516
H9 1.564 -0.609 -1.402
H10 0.490 -0.430 0.028
H11 2.204 -1.270 1.171
H12 -2.094 -1.392 -2.313
H13 -1.592 -0.275 -1.250

## Properties
* HOMO-LUMO gap: 0.23292 Ha
* total charge: +1
* E_LUMO: -5.793 eV
* 2S+1: 1
* relative energy (zero: lowest compared OMol25 entry of this formula, charge and spin): 431.5 kJ/mol
* highest occupied orbital energy: -12.13 eV

natural (NBO) population analysis, charges in e, atoms 1 to 6: number 1, N, carries -0.748; number 2, C, carries 0.704; number 3, N, carries -0.709; number 4, N, carries -0.773; number 5, H, carries 0.425; number 6, H, carries 0.423


No. 3
Molecular formula: C20H41CrN2P3S
Method: DFT, ωB97M-V with the def2-TZVPD basis set

Positions of all 68 atoms, in Å:
Cr1 -0.213 0.484 -0.479
P1 -0.070 -0.850 1.711
P2 0.289 -2.285 -1.637
P3 -1.684 1.997 0.683
H1 -4.704 -0.375 -5.908
C1 -4.639 0.706 -5.763
C2 -3.580 1.462 -6.068
H2 -2.580 1.099 -6.311
C3 -1.570 -1.859 1.974
C4 1.261 -2.076 2.002
C5 0.134 0.117 3.255
C6 0.245 -2.339 -3.429
C7 2.020 -2.255 -1.180
C8 -0.611 -3.740 -1.067
C9 -2.738 3.047 -0.376
C10 -0.528 3.191 1.438
C11 -2.842 1.497 1.987
H3 -5.537 1.186 -5.364
H4 -3.722 2.543 -6.115
H5 -1.496 -2.420 2.915
H6 -1.700 -2.579 1.156
H7 -2.462 -1.228 2.017
H8 1.237 -2.398 3.051
H9 2.247 -1.638 1.811
H10 1.149 -2.965 1.372
H11 0.337 -0.575 4.083
H12 -0.746 0.708 3.516
H13 0.988 0.798 3.173
H14 0.647 -3.261 -3.878
H15 0.746 -1.443 -3.823
H16 -0.815 -2.266 -3.685
H17 2.309 -3.093 -0.523
H18 2.265 -1.303 -0.687
H19 2.624 -2.314 -2.097
H20 -0.405 -4.566 -1.766
H21 -1.690 -3.525 -1.075
H22 -0.310 -4.032 -0.052
H23 -3.324 3.741 0.242
H24 -3.429 2.438 -0.968
H25 -2.112 3.612 -1.076
H26 -1.037 4.136 1.675
H27 0.290 3.397 0.733
H28 -0.076 2.778 2.350
H29 -3.492 2.344 2.241
H30 -2.372 1.142 2.909
H31 -3.469 0.685 1.598
C12 -2.052 0.399 -3.138
C13 -3.189 0.033 -2.398
C14 -3.934 -1.091 -2.749
C15 -3.510 -1.886 -3.820
C16 -2.544 -1.392 -4.720
C17 -1.838 -0.229 -4.390
S1 -0.809 1.450 -2.569
H32 -0.616 -1.151 -1.415
H33 -3.424 0.549 -1.474
H34 -4.816 -1.349 -2.158
H35 -3.958 -2.872 -3.988
H36 -2.309 -1.897 -5.672
H37 -1.074 0.214 -5.042
N1 2.293 1.712 -1.460
C18 3.511 2.163 -1.135
C19 3.696 1.899 0.218
C20 2.549 1.256 0.658
N2 1.667 1.144 -0.376
H38 1.873 1.686 -2.385
H39 4.156 2.619 -1.874
H40 4.560 2.109 0.819
H41 2.332 0.840 1.629

## Properties
* HOMO-LUMO gap (alpha / beta): 0.16448 / 0.23059 Ha
* total charge: +3
* E_LUMO (alpha / beta): -11.497 / -9.712 eV
* 2S+1: 4
* relative energy (zero: lowest compared OMol25 entry of this formula, charge and spin): 0.0 kJ/mol
* highest occupied orbital energy (alpha / beta): -15.97 / -15.99 eV

natural (NBO) population analysis, charges in e, atoms 1 to 6: number 1, Cr, carries 0.982; number 2, P, carries 0.800; number 3, P, carries 1.341; number 4, P, carries 0.942; number 5, H, carries 0.193; number 6, C, carries -0.385


No. 4
Molecular formula: CHN3O2
Method: DFT, ωB97M-V with the def2-TZVPD basis set

Positions of all 7 atoms, in Å:
O1 -1.871 0.699 -0.532
C1 -0.712 0.640 -0.204
N1 -0.178 -0.734 0.170
N2 1.089 -0.707 0.427
N3 1.707 0.294 0.435
O2 0.261 1.451 -0.066
H1 -0.630 -1.633 0.054

## Properties
* HOMO-LUMO gap: 0.35814 Ha
* total charge: 0
* E_LUMO: -1.189 eV
* 2S+1: 1
* relative energy (zero: lowest compared OMol25 entry of this formula, charge and spin): 156.2 kJ/mol
* highest occupied orbital energy: -10.93 eV

natural (NBO) population analysis, charges in e, atoms 1 to 6: number 1, O, carries -0.598; number 2, C, carries 0.850; number 3, N, carries -0.457; number 4, N, carries 0.087; number 5, N, carries 0.209; number 6, O, carries -0.519


No. 5
Molecular formula: C8H6FNO2S
Method: DFT, ωB97M-V with the def2-TZVPD basis set

Positions of all 19 atoms, in Å:
N1 -4.031 0.351 -1.823
C1 -3.450 -0.188 -0.997
C2 -2.642 -0.962 0.064
F1 -1.817 -1.893 -0.428
S1 -1.416 0.182 0.984
O1 -1.851 1.495 0.619
O2 -1.386 -0.165 2.391
C3 0.294 0.070 0.289
C4 0.549 0.808 -0.826
C5 1.847 0.828 -1.263
C6 2.845 0.087 -0.708
C7 2.560 -0.452 0.594
C8 1.256 -0.544 1.032
H1 -3.234 -1.362 0.890
H2 -0.138 1.548 -1.136
H3 2.054 1.593 -2.019
H4 3.935 0.162 -0.972
H5 3.324 -0.683 1.296
H6 1.300 -0.875 2.013

## Properties
* HOMO-LUMO gap: 0.36544 Ha
* total charge: 0
* E_LUMO: -0.300 eV
* 2S+1: 1
* relative energy (zero: lowest compared OMol25 entry of this formula, charge and spin): 0.0 kJ/mol
* highest occupied orbital energy: -10.24 eV
* structure (SMILES): N#C[C@@H](F)S(=O)(=O)c1ccccc1

natural (NBO) population analysis, charges in e, atoms 1 to 6: number 1, N, carries -0.243; number 2, C, carries 0.215; number 3, C, carries -0.051; number 4, F, carries -0.311; number 5, S, carries 2.079; number 6, O, carries -0.942


No. 6
Molecular formula: C3H5CaO3
Method: DFT, ωB97M-V with the def2-TZVPD basis set

Positions of all 12 atoms, in Å:
Ca1 2.750 0.603 0.647
O1 2.012 -1.329 0.000
O2 -0.202 -1.228 0.425
C1 -1.220 -0.267 0.170
C2 -0.488 1.083 0.158
O3 0.807 0.789 -0.307
C3 0.852 -1.002 -0.414
H1 -1.669 -0.467 -0.816
H2 -1.976 -0.348 0.958
H3 -0.466 1.511 1.173
H4 -1.004 1.788 -0.512
H5 0.604 -1.133 -1.483

## Properties
* HOMO-LUMO gap (alpha / beta): 0.19198 / 0.39310 Ha
* total charge: 0
* E_LUMO (alpha / beta): 0.395 / 0.380 eV
* 2S+1: 2
* relative energy (zero: lowest compared OMol25 entry of this formula, charge and spin): 70.3 kJ/mol
* highest occupied orbital energy (alpha / beta): -4.83 / -10.32 eV

natural (NBO) population analysis, charges in e, atoms 1 to 6: number 1, Ca, carries 0.963; number 2, O, carries -0.899; number 3, O, carries -0.518; number 4, C, carries -0.101; number 5, C, carries -0.093; number 6, O, carries -0.853